{
  "formula": "C21H28N2O2S",
  "method": "ωB97M-V with the def2-TZVPD basis set",
  "smiles": "COCc1ccc(C(=O)N2CCC[C@@H](Nc3ccc(C(C)C)cc3)C2)s1",
  "lumo_energy_ev": 0.545,
  "relative_energy_kcal_mol": 11.15,
  "molar_mass_g_mol": 372.53,
  "symbols": ["C", "O", "C", "C", "C", "C", "C", "C", "O", "N", "C", "C", "C", "C", "N", "C", "C", "C", "C", "C", "C", "C", "C", "C", "C", "S", "H", "H", "H", "H", "H", "H", "H", "H", "H", "H", "H", "H", "H", "H", "H", "H", "H", "H", "H", "H", "H", "H", "H", "H", "H", "H", "H", "H"],
  "positions_angstrom": [[-4.6191, -3.7491, 0.8068], [-5.6742, -2.8302, 0.6492], [-5.3152, -1.5039, 0.9489], [-4.3551, -0.9180, -0.0416], [-4.3700, -1.0427, -1.3964], [-3.2936, -0.3836, -2.0279], [-2.4793, 0.2728, -1.1559], [-1.1844, 0.9363, -1.4550], [-0.3068, 0.3260, -2.0382], [-1.0361, 2.2149, -1.0401], [-2.0601, 3.0615, -0.4785], [-1.7742, 3.3511, 0.9966], [-0.3526, 3.8898, 1.1681], [0.6849, 2.9951, 0.4794], [0.7851, 1.7360, 1.1804], [1.6869, 0.7512, 0.8003], [2.9241, 1.0350, 0.2250], [3.8090, 0.0174, -0.0722], [3.5032, -1.3115, 0.1891], [4.4653, -2.4239, -0.1480], [4.7367, -2.4707, -1.6531], [5.7719, -2.2742, 0.6344], [2.2717, -1.5896, 0.7674], [1.3785, -0.5826, 1.0665], [0.2840, 2.7988, -0.9991], [-3.0074, 0.0330, 0.4833], [-3.7900, -3.5335, 0.1236], [-5.0302, -4.7296, 0.5780], [-4.2413, -3.7410, 1.8367], [-6.2572, -0.9435, 0.9339], [-4.8846, -1.4361, 1.9604], [-5.1237, -1.6029, -1.9202], [-3.1287, -0.3802, -3.0901], [-3.0382, 2.5951, -0.6023], [-2.0570, 4.0049, -1.0397], [-2.4935, 4.0822, 1.3680], [-1.9073, 2.4356, 1.5760], [-0.1117, 3.9695, 2.2290], [-0.2912, 4.8882, 0.7300], [1.6616, 3.4889, 0.5192], [-0.1189, 1.3434, 1.4077], [3.2031, 2.0545, 0.0053], [4.7568, 0.2733, -0.5231], [4.0014, -3.3733, 0.1435], [5.3670, -3.3234, -1.8984], [5.2408, -1.5654, -1.9820], [3.8015, -2.5592, -2.2012], [6.4354, -3.1115, 0.4269], [6.2830, -1.3551, 0.3586], [5.5716, -2.2467, 1.7035], [2.0008, -2.6149, 0.9787], [0.4201, -0.8245, 1.5073], [0.9713, 2.1085, -1.4920], [0.2860, 3.7579, -1.5269]],
  "forces_ev_per_angstrom": [[0.13, -0.07, -0.02], [-0.17, 0.07, -0.05], [-0.21, 0.07, 0.14], [0.29, 0.15, 0.07], [-0.12, -0.02, 0.29], [0.27, 0.31, 0.08], [-0.29, -0.34, 0.42], [0.05, -0.18, -0.32], [0.02, -0.11, -0.07], [0.15, 0.28, 0.05], [-0.40, 0.10, 0.30], [0.10, 0.14, -0.26], [0.09, -0.18, 0.08], [0.02, 0.28, -0.26], [-0.45, 0.11, 0.29], [0.25, -0.34, 0.04], [-0.18, 0.19, 0.02], [-0.03, -0.17, 0.00], [-0.01, -0.17, 0.04], [0.18, 0.09, -0.08], [-0.11, -0.17, 0.20], [-0.21, -0.18, -0.03], [0.04, 0.07, -0.04], [-0.04, 0.12, -0.01], [0.48, -0.14, 0.11], [-0.22, -0.23, -0.63], [-0.02, -0.03, 0.04], [0.08, -0.03, 0.03], [-0.01, -0.02, -0.02], [0.18, -0.04, 0.08], [-0.10, 0.00, -0.06], [-0.15, -0.13, -0.07], [0.10, -0.01, -0.19], [0.10, 0.11, -0.05], [-0.06, -0.04, 0.02], [-0.05, -0.04, 0.07], [-0.09, 0.00, 0.05], [0.05, 0.08, 0.00], [0.01, 0.04, -0.01], [-0.12, 0.01, -0.02], [0.10, 0.04, 0.01], [0.02, 0.11, -0.01], [0.12, 0.03, -0.05], [-0.01, 0.09, 0.00], [0.09, -0.06, -0.08], [0.07, 0.12, -0.07], [-0.05, 0.00, -0.11], [0.13, -0.06, -0.01], [0.09, 0.12, -0.03], [0.05, 0.02, 0.10], [-0.01, -0.10, 0.01], [-0.11, -0.02, 0.04], [-0.06, 0.16, 0.01], [0.01, -0.02, -0.02]],
  "nbo_charge": [-0.2571, -0.5241, -0.0931, -0.2202, -0.2487, -0.2082, -0.3021, 0.6526, -0.5971, -0.4407, -0.2175, -0.4137, -0.4032, -0.0459, -0.6102, 0.1680, -0.2825, -0.1401, -0.0872, -0.2294, -0.5953, -0.5943, -0.1329, -0.2571, -0.2487, 0.4205, 0.1770, 0.1971, 0.1646, 0.2077, 0.1734, 0.2330, 0.2353, 0.2278, 0.1922, 0.2191, 0.1971, 0.2227, 0.2052, 0.2045, 0.3703, 0.2034, 0.1979, 0.1977, 0.2032, 0.1992, 0.2155, 0.2037, 0.1994, 0.2108, 0.1994, 0.1998, 0.2575, 0.1938]
}

=====

{
  "formula": "C22H19N3O5S3",
  "method": "ωB97M-V with the def2-TZVPD basis set",
  "smiles": "COc1cc(/C=C2/SC(=S)N(CC(=O)Nc3nc4ccccc4s3)C2=O)cc(OC)c1OC",
  "lumo_energy_ev": -0.499,
  "molar_mass_g_mol": 501.61,
  "symbols": ["C", "O", "C", "C", "C", "C", "C", "S", "C", "S", "N", "C", "C", "O", "N", "C", "N", "C", "C", "C", "C", "C", "C", "S", "C", "O", "C", "C", "O", "C", "C", "O", "C", "H", "H", "H", "H", "H", "H", "H", "H", "H", "H", "H", "H", "H", "H", "H", "H", "H", "H", "H"],
  "positions_angstrom": [[3.0210, 4.4290, -1.7726], [1.9057, 3.4365, -1.9093], [1.8382, 2.3205, -1.4140], [1.0138, 1.4302, -2.1884], [0.6467, 0.3499, -1.5447], [-0.2661, -0.5258, -2.1556], [-1.0489, -1.4563, -1.6929], [-2.3301, -2.2074, -2.7418], [-2.9185, -3.4632, -1.7856], [-4.1770, -4.3596, -2.2158], [-1.8501, -3.6249, -0.6008], [-2.3012, -4.2184, 0.3513], [-3.7335, -4.1488, 0.9749], [-4.2932, -5.1618, 1.4564], [-3.9695, -2.9410, 1.0760], [-3.3446, -1.7469, 1.0872], [-3.4735, -0.7766, 0.0648], [-2.6142, 0.2799, 0.3225], [-2.5839, 1.3607, -0.1884], [-1.5185, 2.2165, -0.1006], [-0.9426, 2.3721, 1.0812], [-0.8011, 1.0705, 1.8381], [-1.7101, 0.2097, 1.6213], [-2.2208, -1.3740, 2.2126], [-1.0065, -2.5110, -0.5514], [-0.2545, -2.4087, 0.3231], [1.2775, 0.0414, -0.4216], [2.3541, 0.6006, 0.3018], [2.9758, 0.2351, 1.4221], [2.6072, -0.8339, 1.9801], [2.6358, 1.9309, -0.1960], [3.3282, 2.8396, 0.3485], [4.5116, 2.4693, 1.3734], [3.0038, 4.7581, -0.8116], [4.0698, 3.7967, -1.8914], [3.0606, 5.1211, -2.5200], [0.5206, 2.0099, -2.7945], [-0.6354, -0.1399, -2.9860], [-1.5895, -4.1953, 1.0055], [-2.3561, -5.4350, -0.1317], [-5.1732, -2.8757, 1.2577], [-3.0979, 1.5238, -1.1779], [-1.5524, 3.3262, -0.8015], [0.0009, 3.0573, 1.2058], [-0.2026, 1.1769, 2.7505], [1.0898, -1.0362, 0.1365], [3.1582, -0.9895, 2.7498], [1.5570, -1.0435, 2.1879], [2.9655, -1.8888, 1.3865], [5.1529, 1.6132, 0.7708], [5.1484, 3.2497, 1.0395], [4.1224, 2.1370, 2.2682]],
  "forces_ev_per_angstrom": [[2.40, -6.39, -0.30], [1.38, 9.33, -3.31], [1.79, -7.30, 3.06], [4.47, 3.09, 4.30], [-0.35, -2.69, -0.17], [-0.16, -0.19, 2.78], [-2.61, -6.00, 0.78], [0.18, 1.74, -1.36], [3.34, 0.28, 1.24], [0.04, -0.36, 0.76], [-0.67, 9.39, -14.38], [-6.59, -13.40, 4.57], [4.42, -7.97, 0.54], [0.57, 2.98, -1.65], [-10.77, 6.07, 2.00], [0.56, 4.96, -5.64], [0.11, -2.94, 3.16], [-0.11, -10.90, 9.27], [-0.66, 9.69, -11.04], [-1.46, 7.43, -1.49], [6.16, -2.18, 1.68], [2.19, 6.52, 2.24], [-5.83, -6.13, -4.25], [2.52, 0.33, 3.68], [-1.47, 1.35, -3.23], [3.28, -0.10, 4.26], [2.84, -6.70, 7.26], [-1.67, 4.70, -4.23], [1.12, 5.05, -2.65], [-3.17, -8.82, -2.59], [-4.04, -3.89, -2.99], [3.96, 2.13, 3.89], [0.50, -2.01, -7.39], [-0.05, 1.42, 2.43], [-2.54, 1.49, 0.27], [-0.90, 1.72, -2.03], [-2.86, 2.11, -4.32], [-1.33, 1.57, -4.30], [3.81, -0.58, 5.19], [0.08, 2.45, 2.18], [4.13, 0.35, -0.33], [-0.28, -0.37, 1.18], [0.22, -3.76, 1.74], [-2.25, -0.90, -0.04], [-0.03, -0.64, -0.37], [-0.11, 2.84, -2.10], [3.17, -0.65, 5.71], [-0.25, 0.58, -0.03], [-1.05, 2.42, 0.68], [-2.02, 1.37, 1.84], [0.35, 1.46, 1.56], [-0.38, 0.06, 1.94]],
  "nbo_charge": [-0.2151, -0.4997, 0.3204, -0.2547, -0.1577, -0.1243, -0.2196, 0.4045, -0.2307, 0.0698, -0.4547, -0.2894, 0.6888, -0.5930, -0.6323, 0.1446, -0.4327, 0.1289, -0.2631, -0.1487, -0.2103, -0.2406, -0.2016, 0.4904, 0.6763, -0.5763, -0.2303, 0.2265, -0.4851, -0.2016, 0.2299, -0.5395, -0.2499, 0.1960, 0.1680, 0.1932, 0.2099, 0.2065, 0.2388, 0.1861, 0.4236, 0.2211, 0.2135, 0.2202, 0.2287, 0.2506, 0.1779, 0.1780, 0.1227, 0.1932, 0.2217, 0.2210]
}

=====

{
  "formula": "C19H25Br6F2NO2",
  "method": "ωB97M-V with the def2-TZVPD basis set",
  "smiles": "C[N+](=O)[O-].Fc1ccccc1.Fc1ccccc1.BrCCBr.BrCCBr.BrCCBr",
  "lumo_energy_ev": -0.284,
  "molar_mass_g_mol": 816.83,
  "symbols": ["C", "N", "O", "O", "H", "H", "H", "F", "C", "C", "C", "C", "C", "C", "H", "H", "H", "H", "H", "F", "C", "C", "C", "C", "C", "C", "H", "H", "H", "H", "H", "Br", "C", "C", "Br", "H", "H", "H", "H", "Br", "C", "C", "Br", "H", "H", "H", "H", "Br", "C", "C", "Br", "H", "H", "H", "H"],
  "positions_angstrom": [[6.2151, 5.2218, 4.0558], [6.4302, 4.1176, 5.0938], [6.3189, 2.9876, 4.5515], [6.4632, 4.3771, 6.3325], [5.1718, 5.3734, 3.7791], [6.8663, 5.0340, 3.2021], [6.3733, 6.0890, 4.6969], [-8.7800, 2.9346, 0.7531], [-7.5166, 2.9641, 1.1510], [-6.7192, 1.8696, 0.7614], [-5.3490, 1.7961, 1.1524], [-4.8282, 2.7939, 1.9502], [-5.6791, 3.8965, 2.3386], [-7.0361, 3.9313, 2.0079], [-7.1916, 1.0767, 0.2006], [-4.8239, 0.9364, 0.7631], [-3.8411, 2.7977, 2.3883], [-5.2730, 4.6256, 3.0240], [-7.7654, 4.6779, 2.2855], [2.6013, 0.5913, 2.7817], [2.1877, 0.0969, 1.5639], [3.0056, 0.0395, 0.4376], [2.5417, -0.4155, -0.7831], [1.2713, -0.8518, -0.7800], [0.5029, -1.0366, 0.3351], [0.9518, -0.6202, 1.5595], [4.0230, 0.3663, 0.5940], [3.2176, -0.4487, -1.6248], [0.7628, -1.0435, -1.7133], [-0.4119, -1.6107, 0.3328], [0.3684, -0.6457, 2.4680], [-1.3686, -5.9928, 1.5383], [-0.3287, -6.6133, 3.0884], [1.1400, -6.4834, 2.8026], [1.6923, -7.6048, 1.2276], [-0.5920, -7.6547, 3.2733], [-0.5296, -5.9456, 3.9262], [1.6972, -6.6866, 3.7171], [1.3035, -5.4147, 2.6635], [0.5973, 4.8300, -2.9132], [-0.1447, 3.9115, -4.5149], [0.8827, 3.7506, -5.5607], [0.4162, 2.3323, -6.8406], [-1.0914, 4.3638, -4.8104], [-0.3666, 2.9369, -4.0801], [1.9062, 3.5749, -5.2295], [0.9120, 4.6985, -6.0980], [-1.0980, -3.5052, -5.5314], [-0.2266, -4.9629, -4.4781], [1.2638, -4.9727, -4.8848], [1.8716, -6.7585, -4.6987], [-0.7450, -5.9130, -4.6072], [-0.4012, -4.7689, -3.4198], [1.8447, -4.2807, -4.2751], [1.3063, -4.7629, -5.9536]],
  "forces_ev_per_angstrom": [[0.40, 0.88, 2.07], [-2.31, -1.73, 0.00], [0.90, 2.06, 2.12], [0.33, -0.80, -3.83], [-0.07, -1.09, -0.01], [-0.08, 0.24, 0.36], [0.82, 0.44, -0.73], [-0.89, 0.42, -0.07], [1.91, -2.19, 0.01], [0.60, 1.00, 0.60], [-1.95, 0.12, -0.60], [-1.34, 1.77, 0.64], [0.29, -1.65, 0.05], [0.29, 0.17, -0.72], [0.11, 0.00, -0.19], [0.44, 0.04, 0.35], [0.19, -0.20, -0.37], [0.00, 0.15, -0.07], [0.35, 0.37, 0.37], [0.03, -0.25, -1.39], [-1.10, -1.85, 0.39], [0.88, 0.98, 1.76], [1.23, 0.59, 1.07], [-2.01, -0.91, -2.36], [-0.43, -0.49, 1.35], [1.56, 2.08, 0.37], [0.16, 0.19, -0.24], [-0.27, 0.15, -0.19], [0.22, -0.48, -0.32], [-0.26, 0.25, -0.48], [-0.02, -0.28, 0.03], [-0.01, -0.08, 0.54], [0.19, -0.32, -0.51], [-0.10, 0.43, -0.22], [-0.07, 0.89, 1.33], [-0.30, 0.27, 0.09], [-0.40, -0.22, -0.05], [0.23, -0.79, -0.31], [0.46, -0.16, -0.89], [-0.25, 0.08, -0.70], [-0.42, -1.38, 1.89], [0.66, 1.15, -1.21], [0.03, 0.41, 0.37], [0.40, 0.25, -0.07], [-0.20, 0.06, -0.09], [-0.38, -0.35, 0.28], [0.17, -0.24, -0.47], [0.13, -0.70, 0.62], [0.06, 0.51, 0.17], [-1.63, 0.25, -0.19], [0.70, -0.83, 0.32], [0.10, 0.22, -0.85], [0.29, 0.51, -0.08], [0.04, -0.17, -0.25], [0.32, 0.21, 0.29]],
  "nbo_charge": [-0.4821, 0.5043, -0.3659, -0.3632, 0.2404, 0.2403, 0.2261, -0.3172, 0.4006, -0.2794, -0.1993, -0.2343, -0.1823, -0.2971, 0.2237, 0.2199, 0.2199, 0.2153, 0.2302, -0.3310, 0.3935, -0.2812, -0.2071, -0.2106, -0.2108, -0.2632, 0.2263, 0.2265, 0.2091, 0.2207, 0.2272, -0.0221, -0.4376, -0.4318, -0.0141, 0.2273, 0.2290, 0.2282, 0.2216, -0.0309, -0.4260, -0.4517, -0.0081, 0.2339, 0.2238, 0.2379, 0.2213, -0.0396, -0.4175, -0.4825, 0.0174, 0.2315, 0.2236, 0.2330, 0.2341]
}

=====

| no. | HOMO level (eV) |
| --- | --- |
| 1 | -7.560 |
| 2 | -7.286 |
| 3 | -9.188 |